1.
{
  "formula": "C3H3FOS",
  "method": "wB97M-V/def2-TZVPD",
  "elements": ["C", "C", "C", "O", "F", "S", "H", "H", "H"],
  "positions_angstrom": [[1.885, 0.561, 0.017], [-0.540, -0.374, -0.404], [-1.618, -0.613, 0.262], [3.088, 0.702, 0.088], [-2.605, 0.281, -0.075], [1.087, -1.010, -0.418], [1.185, 1.297, 0.390], [-0.744, 0.486, -0.995], [-1.738, -1.329, 1.135]],
  "atomic_forces_ev_per_a": [[2.1, -1.0, 0.7], [1.5, 0.5, -0.8], [-1.0, -0.6, 2.0], [-1.8, -0.3, -0.5], [-0.4, -1.2, 1.1], [0.2, 0.4, 0.2], [-0.5, 0.6, -0.1], [0.5, 0.6, -1.1], [-0.6, 1.1, -1.4]],
  "lumo_energy_ev": 0.539,
  "largest_force_ev_per_a": 2.44,
  "homo_ev": -9.67,
  "smiles": "O=CS/C=C/F",
  "mol_weight_g_mol": 106.121
}

***

2.
{
  "formula": "C4H6KLiO2",
  "method": "wB97M-V/def2-TZVPD",
  "elements": ["O", "C", "C", "Li", "K", "H", "H", "C", "C", "O", "H", "H", "H", "H"],
  "positions_angstrom": [[-4.945, -1.116, -0.182], [-4.354, -1.739, 0.839], [-3.173, -2.446, 0.586], [0.161, 0.228, -1.953], [1.574, 1.922, 0.930], [-2.892, -2.687, -0.460], [-2.838, -3.199, 1.307], [-1.409, 0.589, 0.335], [-1.027, -0.627, 0.829], [-1.516, 0.840, -1.021], [-1.994, 1.293, 0.929], [-1.022, -0.762, 1.915], [-0.433, -1.329, 0.237], [-2.305, 0.419, -1.385]],
  "atomic_forces_ev_per_a": [[2.1, -1.9, 6.3], [-0.7, 1.7, -8.7], [-0.7, -0.8, 1.8], [-0.2, 0.3, 0.1], [0.1, 0.0, -0.1], [-0.7, 0.4, 0.5], [0.2, 0.7, 0.0], [-0.8, -2.1, 1.4], [0.6, 2.0, -0.2], [1.0, 0.1, -1.1], [0.4, -0.1, 0.0], [-0.2, -0.1, -0.4], [-0.6, 0.1, 0.2], [-0.5, -0.2, 0.1]],
  "lumo_energy_ev": [-1.605, -1.672],
  "largest_force_ev_per_a": 8.86,
  "homo_ev": [-4.13, -4.06],
  "mol_weight_g_mol": 132.129
}

***

3.
{
  "formula": "C28H51B2N2O12",
  "method": "wB97M-V/def2-TZVPD",
  "elements": ["C", "C", "C", "C", "C", "C", "C", "C", "C", "C", "C", "C", "C", "C", "C", "C", "C", "O", "C", "N", "O", "C", "O", "C", "C", "C", "N", "B", "O", "C", "C", "H", "H", "H", "H", "H", "H", "H", "H", "H", "H", "H", "H", "H", "H", "H", "H", "H", "H", "H", "H", "H", "H", "H", "H", "H", "H", "H", "H", "H", "H", "H", "H", "H", "H", "H", "H", "H", "H", "H", "H", "H", "H", "H", "H", "H", "H", "H", "H", "H", "H", "H", "B", "O", "C", "O", "C", "O", "O", "O", "C", "O", "C", "O", "O"],
  "positions_angstrom": [[8.353, -2.121, 1.596], [7.516, -2.095, 0.292], [6.783, -0.747, 0.199], [5.699, -0.734, -0.883], [4.936, 0.607, -0.943], [3.418, 0.450, -1.050], [2.701, 1.819, -1.136], [1.309, 1.695, -0.471], [0.256, 2.694, -1.011], [-1.140, 2.083, -0.767], [-2.292, 3.099, -0.794], [-3.640, 2.313, -0.896], [-4.021, 1.828, 0.513], [-5.066, 0.705, 0.589], [-4.592, -0.692, 0.095], [-3.243, -1.117, 0.673], [-3.236, -1.537, 2.154], [-1.881, -1.946, 2.436], [-3.600, -0.434, 3.175], [-4.912, -0.764, 3.780], [-4.638, -0.572, -1.367], [-4.188, -1.626, -2.106], [-3.053, -1.703, -2.376], [-5.128, -2.663, -2.694], [-6.430, -2.049, -3.303], [-7.684, -2.617, -2.614], [-7.763, -4.073, -2.779], [-5.807, -1.685, 0.527], [-7.040, -1.133, 0.715], [-5.686, -3.265, 0.713], [-6.233, -3.789, 2.062], [8.630, -1.113, 1.911], [7.732, -2.552, 2.385], [9.264, -2.712, 1.496], [6.798, -2.920, 0.354], [8.144, -2.279, -0.583], [6.342, -0.576, 1.188], [7.538, 0.024, 0.012], [5.041, -1.595, -0.710], [6.205, -0.904, -1.840], [5.185, 1.221, -0.084], [5.295, 1.125, -1.835], [3.175, -0.095, -1.972], [3.050, -0.152, -0.211], [2.566, 2.139, -2.170], [3.313, 2.527, -0.570], [1.379, 1.804, 0.616], [0.963, 0.669, -0.659], [0.447, 2.913, -2.062], [0.341, 3.593, -0.391], [-1.092, 1.617, 0.225], [-1.269, 1.281, -1.499], [-2.207, 3.639, -1.744], [-2.284, 3.778, 0.060], [-4.420, 2.947, -1.329], [-3.450, 1.511, -1.609], [-3.100, 1.623, 1.061], [-4.458, 2.696, 1.028], [-5.927, 0.992, -0.018], [-5.439, 0.635, 1.612], [-2.793, -1.958, 0.141], [-2.500, -0.316, 0.578], [-3.839, -2.414, 2.382], [-1.310, -1.209, 2.175], [-2.855, -0.499, 3.978], [-3.551, 0.584, 2.797], [-4.768, -1.456, 4.505], [-5.360, 0.048, 4.188], [-5.374, -3.467, -2.001], [-4.598, -3.131, -3.516], [-6.420, -0.959, -3.316], [-6.501, -2.393, -4.339], [-7.653, -2.291, -1.566], [-8.549, -2.211, -3.143], [-8.724, -4.369, -2.649], [-7.200, -4.561, -2.090], [-7.678, -1.826, 0.938], [-6.334, -3.718, -0.054], [-4.679, -3.641, 0.514], [-7.227, -3.376, 2.266], [-6.353, -4.873, 2.033], [-5.599, -3.533, 2.911], [9.416, 3.831, 0.483], [9.996, 5.190, 0.517], [11.082, 5.161, 1.285], [11.788, 6.101, 1.521], [11.269, 3.750, 1.804], [12.151, 3.374, 2.525], [10.289, 2.988, 1.327], [8.025, 3.832, 0.988], [7.234, 3.374, 0.027], [6.043, 3.245, 0.109], [8.082, 3.041, -1.184], [7.680, 2.603, -2.227], [9.350, 3.313, -0.901]],
  "atomic_forces_ev_per_a": [[-0.2, -0.2, -0.4], [0.3, 0.3, 0.7], [0.0, -0.9, -0.2], [0.4, 0.3, 0.2], [-0.1, -0.8, -0.5], [0.4, 0.4, -0.7], [-0.4, -0.8, 1.4], [0.1, 0.3, -1.0], [0.0, -0.8, 1.4], [0.6, 0.8, 0.3], [-0.7, -1.3, -1.4], [0.9, 0.6, 0.5], [-0.7, 0.4, -0.4], [0.9, 0.2, -0.3], [-1.5, 0.4, 1.1], [0.0, -0.2, -0.1], [1.2, 0.9, 0.2], [-0.2, 0.0, -0.2], [-0.2, -0.9, 1.0], [-0.2, 0.4, -0.6], [-0.5, -0.5, 0.1], [-1.6, -0.5, 0.2], [3.2, 0.0, -0.5], [-1.1, 0.9, -0.7], [-0.2, -1.1, 0.2], [0.5, 0.4, -0.4], [0.0, 0.1, 0.1], [0.4, -0.5, 0.1], [-0.1, -0.2, -0.1], [-0.2, 0.0, 0.0], [0.0, 0.0, -0.2], [0.1, 0.0, -0.1], [0.2, 0.0, 0.1], [-0.1, 0.0, 0.1], [-0.1, 0.1, -0.2], [-0.1, 0.1, 0.0], [-0.1, 0.3, -0.1], [-0.2, 0.1, 0.1], [-0.1, 0.2, 0.0], [-0.2, -0.1, 0.0], [-0.1, 0.0, 0.0], [0.0, 0.3, 0.2], [0.0, -0.2, 0.2], [-0.1, 0.2, 0.0], [0.3, 0.1, 0.0], [-0.1, 0.3, -0.4], [0.1, -0.1, 0.0], [-0.1, 0.1, 0.0], [-0.2, 0.1, 0.0], [0.0, 0.3, -0.5], [-0.1, -0.1, -0.1], [-0.3, 0.0, 0.1], [0.2, 0.4, 0.3], [0.1, 0.1, -0.1], [-0.1, -0.1, 0.2], [-0.3, -0.2, 0.2], [-0.1, -0.3, 0.0], [0.1, -0.1, 0.0], [0.0, -0.1, 0.0], [0.0, -0.2, 0.0], [-0.3, 0.0, -0.2], [-0.1, 0.1, -0.1], [-0.1, 0.1, -0.2], [0.0, -0.3, 0.1], [0.2, 0.1, -0.3], [-0.3, -0.1, -0.2], [-0.1, 0.1, 0.0], [0.1, -0.1, 0.1], [0.1, 0.2, 0.3], [0.4, 0.0, 0.2], [0.0, -0.1, 0.2], [0.1, 0.2, 0.0], [-0.4, 0.0, -0.1], [-0.1, 0.2, 0.4], [0.1, -0.1, 0.0], [-0.1, 0.0, -0.1], [0.0, 0.3, 0.0], [0.1, 0.1, -0.1], [0.0, 0.0, 0.1], [0.1, 0.0, 0.1], [0.1, 0.0, 0.1], [0.0, 0.0, -0.1], [0.1, 0.0, 0.0], [0.2, -0.5, 0.3], [-0.1, 1.1, -0.4], [0.0, -0.2, 0.0], [0.2, -1.1, 0.4], [0.0, 0.2, -0.1], [0.1, 0.5, -0.1], [0.1, -0.2, -0.5], [-0.7, 0.3, 1.0], [0.2, 0.2, -0.1], [0.7, -0.3, -1.0], [-0.1, 0.0, 0.2], [-0.5, 0.1, 0.3]],
  "charge": -1,
  "lumo_energy_ev": 1.321,
  "largest_force_ev_per_a": 3.22,
  "homo_ev": -7.17,
  "mol_weight_g_mol": 629.342
}

***

4.
{
  "formula": "C9H18Cl3I2O3P2Pt",
  "method": "wB97M-V/def2-TZVPD",
  "elements": ["I", "I", "Pt", "P", "C", "C", "H", "H", "H", "H", "H", "H", "C", "H", "H", "H", "P", "C", "C", "H", "H", "H", "C", "H", "H", "H", "H", "H", "H", "C", "O", "Cl", "C", "Cl", "Cl", "C", "O", "O"],
  "positions_angstrom": [[-2.408, 0.553, -4.067], [0.093, 0.443, -4.515], [-0.229, 0.261, 0.505], [-0.194, -1.907, -0.631], [-0.998, -2.888, 0.679], [-1.205, -1.893, -2.167], [-1.336, -2.844, -2.716], [0.703, -3.990, -1.676], [-0.590, -1.312, -2.853], [1.595, -2.535, -2.174], [-1.583, -2.192, 1.288], [-2.171, -1.401, -2.031], [1.133, -3.042, -1.321], [-1.673, -3.672, 0.315], [1.900, -3.292, -0.576], [-0.207, -3.361, 1.282], [-0.315, 2.385, -0.341], [-0.677, 3.624, 0.963], [1.023, 3.233, -1.315], [-1.335, 2.216, -2.459], [-1.710, 3.815, -1.908], [-2.601, 2.414, -1.192], [-1.640, 2.776, -1.559], [1.128, 2.733, -2.290], [0.770, 4.295, -1.479], [-0.582, 4.643, 0.562], [0.031, 3.500, 1.787], [1.972, 3.184, -0.772], [-1.689, 3.472, 1.350], [-0.539, 0.444, 2.522], [-1.204, 1.008, 3.308], [3.637, -1.258, 4.631], [2.415, -1.980, 3.596], [3.195, -2.944, 2.297], [1.309, -2.987, 4.590], [1.575, -0.756, 2.934], [2.101, -0.033, 2.110], [0.305, -0.712, 3.321]],
  "atomic_forces_ev_per_a": [[-0.7, 0.3, -0.9], [0.5, 0.3, -0.8], [0.8, -0.6, -0.4], [-0.2, -2.6, -0.9], [0.1, 0.3, 0.2], [-0.2, 0.5, 0.2], [0.1, 0.0, 1.0], [-0.4, 0.4, 0.3], [-0.1, 0.0, 0.3], [0.1, -0.1, 0.2], [0.0, -0.3, 0.2], [0.2, -0.3, 0.1], [0.6, 1.0, 0.6], [0.2, 0.2, -0.3], [-0.2, 0.2, -0.2], [-0.3, 0.3, 0.0], [-0.1, 3.9, -1.5], [0.1, -0.5, 0.6], [0.5, -0.8, 0.4], [-0.3, 0.2, 0.4], [0.2, -0.1, 0.7], [-0.1, 0.1, -0.2], [-0.1, -1.2, -0.3], [0.1, 0.2, 0.3], [-0.2, -0.5, 0.2], [0.0, -0.4, -0.1], [-0.1, 0.1, 0.0], [0.0, 0.0, -0.2], [0.1, 0.0, 0.0], [-1.0, -0.2, 3.4], [1.0, -0.5, -2.2], [-0.4, 0.0, -0.4], [0.2, -0.6, 1.0], [-0.7, 0.6, 0.5], [0.7, 0.5, -0.8], [-1.6, -0.1, 0.1], [-0.5, -0.4, -0.1], [1.9, 0.3, -1.2]],
  "charge": 3,
  "spin_multiplicity": 5,
  "lumo_energy_ev": [-12.030, -14.420],
  "largest_force_ev_per_a": 4.19,
  "homo_ev": [-18.55, -18.71],
  "mol_weight_g_mol": 791.433
}

***

Please write out number 1 again, unchanged.
{
  "formula": "C3H3FOS",
  "method": "wB97M-V/def2-TZVPD",
  "elements": ["C", "C", "C", "O", "F", "S", "H", "H", "H"],
  "positions_angstrom": [[1.885, 0.561, 0.017], [-0.540, -0.374, -0.404], [-1.618, -0.613, 0.262], [3.088, 0.702, 0.088], [-2.605, 0.281, -0.075], [1.087, -1.010, -0.418], [1.185, 1.297, 0.390], [-0.744, 0.486, -0.995], [-1.738, -1.329, 1.135]],
  "atomic_forces_ev_per_a": [[2.1, -1.0, 0.7], [1.5, 0.5, -0.8], [-1.0, -0.6, 2.0], [-1.8, -0.3, -0.5], [-0.4, -1.2, 1.1], [0.2, 0.4, 0.2], [-0.5, 0.6, -0.1], [0.5, 0.6, -1.1], [-0.6, 1.1, -1.4]],
  "lumo_energy_ev": 0.539,
  "largest_force_ev_per_a": 2.44,
  "homo_ev": -9.67,
  "smiles": "O=CS/C=C/F",
  "mol_weight_g_mol": 106.121
}